*a*
Computed, not measured: a cluster of 2 separate species, C5H13NO in total, with wB97M-V/def2-TZVPD.

Last column: Mulliken spin population.
Cartesian coordinates (Å):
H 0.417 4.301 0.740  0.026
H -0.729 -2.485 -0.683  0.004
C 0.367 -0.371 0.706  0.036
H -0.305 0.606 2.546  0.006
H 1.729 3.023 0.536  0.038
H -2.565 -2.144 -0.606  0.000
H 1.250 -0.368 -0.056  -0.004
O 0.924 -1.866 -3.611  0.000
H -1.346 -2.543 0.737  0.004
H -1.070 0.013 -0.834  -0.004
H -1.297 2.407 0.865  0.036
C -1.536 -1.967 -0.198  0.002
C 0.321 0.818 1.614  0.048
H 1.341 -1.433 -2.901  0.000
H 0.665 -1.256 1.240  0.000
N -1.143 -0.473 0.056  0.124
H 1.366 0.977 1.937  0.007
C -0.243 2.245 1.043  0.271
C 0.699 3.284 0.710  0.407
H 1.154 -2.767 -3.843  0.000

As for the total charge: +1. The value obtained for the HOMO energy (spin up / spin down) is -13.642 / -13.015 eV. The HOMO-LUMO gap (spin up / spin down) is 8.32 / 4.16 eV. Its multiplicity is 2. As for the LUMO energy (spin up / spin down): -5.3 / -8.9 eV. As for the expectation value of S²: 0.758.

***

*b*
Computed, not measured: the ion C5H13NO with charge +1, with wB97M-V/def2-TZVPD.

Last column: Mulliken spin population.
Cartesian coordinates (Å):
H -1.070 -0.100 -0.640  0.002
H -1.214 -2.222 1.333  0.062
H 1.192 -0.448 -2.077  -0.003
H 1.875 0.612 -0.771  -0.002
C -0.843 -2.463 0.320  0.008
H -1.446 2.074 0.613  0.000
N 0.209 -1.551 -0.036  0.779
H -1.664 -2.394 -0.395  0.015
H 1.085 0.532 1.467  0.002
H -0.463 -3.473 0.372  0.008
H 0.184 2.601 0.186  0.000
H 0.897 1.666 -2.747  0.002
C 0.975 0.315 -1.328  0.047
O 0.380 1.430 -1.960  0.009
C -0.397 2.056 0.918  0.015
H -0.581 0.127 1.760  -0.003
H -0.273 2.591 1.862  0.007
C -0.053 -0.167 -0.268  -0.009
C 0.081 0.615 1.060  0.090
H 1.127 -1.798 0.333  -0.029

As for the total charge: +1. The value obtained for the HOMO energy (spin up / spin down) is -14.675 / -14.624 eV. The HOMO-LUMO gap (spin up / spin down) is 11.65 / 7.02 eV. Its multiplicity is 2. As for the LUMO energy (spin up / spin down): -3.0 / -7.6 eV. As for the expectation value of S²: 0.754.

***

Calculated relative energies: *a* 84.7; *b* 0.0, given in kcal/mol

***

*a*
Computed, not measured: a cluster of 2 separate species, C5H14O in total, with wB97M-V/def2-TZVPD.

Last column: Mulliken charge in e.
Cartesian coordinates (Å):
C -1.013 0.921 -0.681  -1.233
C 1.472 0.925 -0.105  -2.289
H -1.997 0.297 -0.503  0.310
H 1.890 0.276 -0.749  0.748
H 0.901 -1.906 -2.389  0.317
H -1.368 1.996 -0.868  0.294
H 1.139 -0.331 -1.863  0.259
H -2.211 -0.902 1.530  0.305
H 0.905 -0.945 1.304  0.242
H -0.031 1.726 1.015  0.221
O 0.774 -0.934 -2.554  -0.716
H 1.543 1.771 -0.659  0.627
H 0.018 0.087 2.431  0.337
H -0.641 0.385 -1.651  0.279
C -0.011 0.838 0.408  0.868
C -1.265 -1.270 1.248  -1.245
H -0.943 -2.087 1.908  0.368
H -1.225 -1.453 0.089  0.292
C -0.091 -0.315 1.375  -0.467
H 2.154 0.922 0.713  0.482

As for the total charge: 0. The value obtained for the HOMO energy is -10.419 eV. The HOMO-LUMO gap is 11.28 eV. As for the LUMO energy: 0.9 eV. Its SMILES is CCC(C)C.O.

***

*b*
Computed, not measured: a cluster of 2 separate species, C5H14O in total, with wB97M-V/def2-TZVPD.

Last column: Mulliken charge in e.
Cartesian coordinates (Å):
H -0.259 0.921 -1.543  0.242
H 1.234 -1.725 -2.032  0.138
H -1.173 2.099 3.029  0.283
O -0.454 -1.779 -2.905  -0.580
H -0.775 -2.671 -0.659  0.470
H 1.224 1.102 3.046  0.345
C 0.469 0.924 2.278  -0.670
C -0.498 2.124 2.181  -0.835
H 0.651 0.540 -2.942  0.365
C 0.497 0.224 -1.913  -1.202
C 0.279 -1.269 -1.748  0.707
H 0.346 -1.912 0.366  0.314
H -0.126 0.204 2.802  0.258
H 0.863 0.507 1.360  0.109
H 1.411 0.437 -1.346  0.306
H 0.026 3.091 2.222  0.276
H -0.901 2.227 1.171  0.228
C -0.345 -1.687 -0.436  -1.360
H -1.260 -2.271 -2.735  0.286
H -1.209 -1.086 -0.194  0.321

As for the total charge: 0. The value obtained for the HOMO energy is -10.026 eV. The HOMO-LUMO gap is 11.01 eV. As for the LUMO energy: 1.0 eV. Its SMILES is CC(C)O.CC.

***

Calculated relative energies: *a* 19.5; *b* 0.0, given in kcal/mol

***

*a*
Computed, not measured: the molecule C19H31N5O3, with wB97M-V/def2-TZVPD.

Last column: Mulliken charge in e.
Cartesian coordinates (Å):
H 2.307 -2.319 -1.551  0.478
C -5.095 -1.403 -0.784  -0.938
N -2.188 0.035 0.536  0.078
H -0.334 -1.001 -1.591  -0.161
H -5.023 -2.344 -0.245  0.340
C 2.620 -0.396 -0.675  -0.386
H -5.214 -1.599 -1.847  0.329
H -1.282 2.576 -0.923  0.367
H 2.670 1.874 2.838  0.420
N -1.254 1.484 -2.708  0.084
H -3.379 -0.266 -3.489  0.372
H 1.402 -2.382 3.071  0.387
H 5.119 -1.702 1.185  0.422
H -0.136 1.257 -0.920  -0.510
H 0.865 2.391 4.247  0.382
N -3.871 -0.661 -0.573  0.565
H 2.052 0.504 -0.447  -0.583
C -0.211 0.657 3.525  -0.228
C -3.555 0.575 -2.812  -0.709
H 2.427 2.016 1.091  0.353
O 0.786 2.424 2.188  -0.396
N -3.224 -0.745 0.596  -1.174
H 0.429 -1.909 -2.861  0.520
H -2.590 1.886 -4.251  0.464
H 0.055 -2.013 4.149  0.457
N 3.416 -0.753 0.486  0.203
H 1.290 0.974 -2.311  0.363
C 2.997 -0.567 1.774  -0.032
C -2.614 1.736 -3.177  -1.230
H -0.639 0.454 4.511  0.423
C 1.691 -1.521 -1.131  -0.594
H -2.959 2.655 -2.697  0.409
H 0.977 -0.030 1.166  -0.597
H -0.981 0.447 2.778  -0.003
C 0.550 -1.719 3.222  -1.640
C 0.172 2.122 3.436  -0.730
H -4.595 0.887 -2.931  0.532
H 1.509 0.025 -3.774  0.515
O -0.824 0.368 -4.627  -0.668
C 0.988 -0.261 3.282  0.035
C 0.603 -1.107 -2.143  -0.037
H -0.164 -1.864 2.406  0.255
C -1.130 1.544 -1.249  -0.053
H -5.953 -0.841 -0.419  0.303
C -0.468 0.684 -3.505  0.334
C 4.659 -1.458 0.234  -1.148
C -2.167 0.628 -0.679  -0.584
H -0.703 2.767 3.507  0.388
H 5.340 -0.832 -0.347  0.309
C 0.844 0.198 -2.929  -0.683
O 3.673 -0.919 2.728  -0.686
H 3.309 -0.123 -1.478  0.630
H 1.208 -1.945 -0.248  0.202
H 1.714 -0.138 4.092  0.372
H 4.476 -2.382 -0.322  0.318
C 1.966 1.671 2.018  -1.289
C -3.242 0.195 -1.405  1.322
C 1.676 0.166 1.983  2.128

As for the total charge: 0. The value obtained for the HOMO energy is -9.107 eV. The HOMO-LUMO gap is 9.72 eV. As for the LUMO energy: 0.6 eV. Its SMILES is C[C@@H]1CCOC[C@H]1C(=O)N(C)CCCCC(=O)N1CCc2c(nnn2C)C1.

***

*b*
Computed, not measured: the molecule C19H31N5O3, with wB97M-V/def2-TZVPD.

Last column: Mulliken charge in e.
Cartesian coordinates (Å):
H -3.092 2.526 1.342  0.306
H 0.001 3.160 -3.344  0.307
C 0.933 -4.555 -1.800  -1.111
H -0.542 0.748 -2.537  0.586
H -1.178 4.247 -2.578  0.429
H -0.580 -1.566 -2.256  -0.026
H 0.191 1.876 3.437  0.282
C 1.857 -0.275 -1.475  -0.236
C -0.517 3.367 2.046  0.171
H -0.670 0.537 -0.809  -0.089
H 2.906 -0.272 -1.178  0.410
H 0.114 -4.937 2.810  0.311
C -0.978 2.392 0.957  1.276
H 1.579 1.636 -0.530  0.041
H -2.703 2.823 3.677  0.348
C 1.159 -4.517 -0.277  -0.577
H -1.229 4.198 2.053  0.287
C -0.570 2.663 3.399  -0.694
H 1.041 -5.519 0.143  0.504
O -1.670 4.244 -0.371  -0.704
N -1.347 -1.939 0.404  -0.316
C -1.165 3.131 -0.363  0.099
O 2.982 -3.021 -2.616  -0.664
H -1.728 2.764 -3.378  0.287
C 1.886 -2.486 -2.604  0.550
H 0.029 -5.125 -2.024  0.391
N -0.158 -3.278 1.563  0.570
H 0.821 -0.748 -3.347  0.312
O -2.253 1.118 2.603  -0.358
N -0.783 2.510 -1.514  0.226
C 0.347 -3.873 2.781  -0.919
H -1.964 1.475 4.563  0.359
H 1.739 1.737 -2.272  0.385
C 1.747 -0.997 -2.831  -0.840
H 1.425 -3.735 2.852  0.326
C -0.931 3.210 -2.777  -1.129
H 2.179 -4.187 -0.067  0.336
C -0.225 1.170 -1.580  -0.768
N 0.747 -3.209 -2.337  0.035
H -0.142 -3.370 3.610  0.323
C 1.298 1.144 -1.464  -0.250
C -0.604 -2.692 -0.442  0.246
C 0.873 3.912 1.750  -1.610
H 1.777 -5.016 -2.301  0.449
H 1.191 4.610 2.527  0.441
H 1.606 3.100 1.714  0.287
C -2.316 1.748 1.342  -1.243
C -0.519 -2.599 -1.931  -0.636
H 2.572 -0.700 -3.478  0.487
N -1.074 -2.302 1.619  -0.864
H -1.339 -3.137 -2.414  0.362
H -0.233 1.596 0.877  0.130
H 1.327 -0.852 -0.708  0.057
C 0.167 -3.556 0.283  0.557
H 0.896 4.441 0.796  0.362
C -1.934 2.038 3.630  -0.535
H -0.346 3.373 4.200  0.392
H -2.596 0.971 0.628  0.342

As for the total charge: 0. The value obtained for the HOMO energy is -9.081 eV. The HOMO-LUMO gap is 9.68 eV. As for the LUMO energy: 0.6 eV. Its SMILES is C[C@@H]1CCOC[C@H]1C(=O)N(C)CCCCC(=O)N1CCc2c(nnn2C)C1.

***

Calculated relative energies: *a* 2.2; *b* 0.0, given in kcal/mol

***

*a*
Computed, not measured: the molecule C19H31N5O3, with wB97M-V/def2-TZVPD.

Last column: Mulliken charge in e.
Cartesian coordinates (Å):
C 1.521 0.151 3.698  0.063
C 3.361 0.966 2.195  -1.233
N -4.783 -0.307 -0.869  -0.909
H -0.411 -0.570 3.037  0.264
C 2.304 2.539 3.558  -0.612
H 0.180 -1.725 -2.412  0.412
C 0.313 -0.765 3.834  -1.589
C 1.123 1.621 3.818  -0.616
C 2.285 -1.441 -0.174  -1.132
N 2.855 -2.039 1.023  0.244
C 2.827 -1.453 2.253  0.121
C 0.706 0.276 -1.925  -0.600
H 0.715 1.820 4.812  0.391
H -2.594 3.034 -3.351  0.410
H 1.696 0.144 -2.359  0.643
H 2.005 3.586 3.558  0.354
H 0.805 0.938 -1.062  0.203
H -5.385 -0.909 -4.021  0.326
C -5.786 -0.715 -3.029  -0.926
C -3.222 1.039 -3.907  -0.649
C -1.793 1.667 -1.293  -0.622
H 0.332 1.847 3.094  0.212
H 3.688 -3.741 1.865  0.412
H -4.034 1.465 -4.502  0.510
C -3.069 0.890 -1.372  0.257
H 2.854 -1.817 -1.028  0.562
H 2.448 -0.366 -0.157  0.106
H -1.570 2.278 -4.586  0.445
H -1.115 1.224 -0.569  0.034
O 2.881 2.291 2.284  -0.414
N -1.205 1.679 -2.631  0.047
H -1.974 2.698 -0.976  0.408
H 3.069 2.399 4.336  0.354
O 3.303 -1.993 3.241  -0.684
H 3.843 0.874 1.221  0.378
H 0.302 -1.451 0.588  0.098
H -6.633 -0.034 -3.106  0.302
C -3.687 0.607 -2.560  0.712
O 0.113 0.708 -4.188  -0.676
H 2.645 -4.052 0.462  0.313
N -4.746 -0.147 -2.199  0.563
C 2.230 -0.055 2.358  2.155
H -0.195 -0.603 4.786  0.456
H 4.267 -3.374 0.227  0.313
C 3.395 -3.379 0.885  -1.119
C -2.133 2.098 -3.675  -1.196
N -3.763 0.317 -0.363  -0.407
H 4.118 0.780 2.970  0.395
C 0.113 -1.085 -1.529  -0.082
C -0.140 0.904 -3.010  0.243
H -0.953 -0.985 -1.308  -0.038
C 0.800 -1.762 -0.335  -0.256
H 0.665 -2.844 -0.398  0.400
H 1.498 0.124 1.567  -0.688
H 2.240 -0.090 4.487  0.302
H 0.607 -1.814 3.786  0.368
H -2.805 0.198 -4.467  0.341
H -6.113 -1.648 -2.580  0.332

As for the total charge: 0. The value obtained for the HOMO energy is -9.207 eV. The HOMO-LUMO gap is 9.83 eV. As for the LUMO energy: 0.6 eV. Its SMILES is C[C@@H]1CCOC[C@H]1C(=O)N(C)CCCCC(=O)N1CCc2c(nnn2C)C1.

***

*b*
Computed, not measured: the molecule C19H31N5O3, with wB97M-V/def2-TZVPD.

Last column: Mulliken charge in e.
Cartesian coordinates (Å):
H -1.535 2.869 -3.551  0.311
N -1.126 -4.325 1.697  -0.932
C -2.640 2.833 1.349  -1.201
C 1.463 -4.708 -1.978  -1.191
H -0.591 -2.062 -1.498  0.017
H 0.532 -5.324 3.429  0.317
H 0.348 -0.897 -2.874  0.263
H 1.967 -6.059 -0.351  0.468
H -0.679 2.088 0.904  0.347
H 1.269 1.796 -0.277  -0.294
C 1.859 -2.346 -2.331  0.456
C 1.742 -5.001 -0.501  -0.667
H -0.774 0.972 -2.389  0.466
H -2.706 4.110 3.619  0.340
O -2.675 2.283 2.652  -0.418
C -1.192 3.052 0.907  1.177
H 2.328 -4.871 -2.614  0.444
C 0.522 -4.563 0.241  0.683
C -0.860 3.421 -2.893  -1.119
H -2.249 2.708 4.584  0.359
H -0.963 4.961 1.826  0.272
H -3.196 3.777 1.332  0.418
H 2.453 -0.218 -0.748  0.376
H -0.115 2.497 3.411  0.298
N -0.895 2.863 -1.555  0.248
H -1.070 0.957 -0.683  0.233
C 1.354 -0.917 -2.448  -0.816
H 0.695 -5.388 -2.358  0.417
C -0.665 3.438 3.302  -0.735
H -1.144 -3.509 -2.297  0.284
H 1.136 4.597 0.563  0.363
H 1.530 3.203 1.578  0.282
H 0.817 -0.684 -0.354  0.221
H 2.623 -4.438 -0.183  0.336
H 1.571 1.785 -1.999  0.419
C -0.381 -3.124 -1.618  -0.293
H -0.233 4.125 4.035  0.392
N 0.054 -4.891 1.456  0.561
N -1.451 -3.624 0.631  -0.434
H 2.002 -0.425 -3.172  0.492
C -0.476 3.984 1.885  0.193
C 0.636 -5.773 2.445  -0.924
H 0.123 -6.733 2.427  0.307
O -1.549 4.817 -0.640  -0.703
C -0.496 1.469 -1.459  -1.139
H 0.151 3.361 -3.305  0.306
O 3.055 -2.567 -2.441  -0.664
C -1.213 3.649 -0.498  0.024
C -2.134 3.172 3.606  -0.585
H 1.690 -5.916 2.224  0.332
H -3.149 2.122 0.698  0.363
H 1.481 4.824 2.273  0.459
N 0.961 -3.348 -2.142  0.066
C 1.001 1.290 -1.208  0.313
C 1.000 4.160 1.554  -1.638
C 1.425 -0.175 -1.111  -0.509
C -0.468 -3.760 -0.259  0.232
H -1.164 4.462 -2.893  0.403

As for the total charge: 0. The value obtained for the HOMO energy is -9.205 eV. The HOMO-LUMO gap is 9.82 eV. As for the LUMO energy: 0.6 eV. Its SMILES is C[C@@H]1CCOC[C@H]1C(=O)N(C)CCCCC(=O)N1CCc2c(nnn2C)C1.

***

Calculated relative energies: *a* 0.0; *b* 1.2, given in kcal/mol